# 1
ORCA calculation (ωB97M-V/def2-TZVPD) on C11H19N2O3PS in the gas phase.

XYZ file:
```
37
Properties=species:S:1:pos:R:3
C 4.199 1.791 1.095
N 3.688 1.064 -0.050
P 2.187 0.345 -0.010
S 0.818 1.361 0.937
N 2.023 -0.004 -1.644
C 1.662 1.128 -2.482
O 2.472 -1.122 0.635
C 1.459 -1.819 1.330
C 0.688 -2.744 0.385
O 0.073 -2.046 -0.669
C -1.054 -1.285 -0.427
C -1.518 -0.551 -1.518
C -2.620 0.261 -1.397
C -3.294 0.364 -0.179
O -4.366 1.206 -0.158
C -5.027 1.414 1.066
C -2.848 -0.388 0.898
C -1.737 -1.210 0.774
H 4.706 1.148 1.821
H 3.351 2.271 1.586
H 4.893 2.560 0.754
H 4.375 0.505 -0.537
H 1.405 -0.799 -1.783
H 1.760 0.840 -3.528
H 0.644 1.485 -2.297
H 2.355 1.940 -2.266
H 1.951 -2.410 2.107
H 0.781 -1.088 1.791
H -0.037 -3.336 0.956
H 1.392 -3.420 -0.109
H -0.999 -0.633 -2.461
H -2.978 0.839 -2.234
H -5.497 0.495 1.431
H -4.344 1.802 1.828
H -5.799 2.155 0.862
H -3.344 -0.344 1.854
H -1.422 -1.774 1.638
```

Values from the calculation:
**Energy**: -1505.38205 hartree
**Lowest unoccupied orbital energy**: 0.8 eV
**HOMO level**: -7.931 eV
**SMILES**: CNP(=S)(NC)OCCOc1ccc(OC)cc1

How is the electron density shared among the atoms? According to Löwdin, the charges in e are: number 1, C, carries -0.167; number 2, N, carries -0.212; number 3, P, carries 0.250; number 4, S, carries 0.339; number 5, N, carries -0.193; number 6, C, carries -0.172; number 7, O, carries -0.262; number 8, C, carries -0.238; number 9, C, carries -0.171; number 10, O, carries -0.092; number 11, C, carries -0.295; number 12, C, carries -0.017; number 13, C, carries 0.007; number 14, C, carries -0.280; number 15, O, carries -0.087; number 16, C, carries -0.093; number 17, C, carries -0.015; number 18, C, carries -0.038; number 19, H, carries 0.076; number 20, H, carries 0.032; number 21, H, carries 0.074; number 22, H, carries 0.098; number 23, H, carries 0.067; number 24, H, carries 0.078; number 25, H, carries 0.060; number 26, H, carries 0.069; number 27, H, carries 0.130; number 28, H, carries 0.056; number 29, H, carries 0.127; number 30, H, carries 0.135; number 31, H, carries 0.117; number 32, H, carries 0.121; number 33, H, carries 0.094; number 34, H, carries 0.096; number 35, H, carries 0.092; number 36, H, carries 0.105; number 37, H, carries 0.110

---

# 2
ORCA calculation (ωB97M-V/def2-TZVPD) on a 12-piece molecular cluster, C38H107N7O12 overall.

XYZ file:
```
164
Properties=species:S:1:pos:R:3
C 0.610 -3.915 3.962
O -0.739 -4.023 3.370
C -1.121 -5.346 3.008
C -0.145 -5.992 1.988
C 0.232 -5.189 0.768
N -0.691 -7.216 1.406
H 0.736 -4.595 4.804
H 0.774 -2.927 4.391
H 1.458 -4.174 3.328
H -1.322 -5.935 3.903
H -2.133 -5.211 2.625
H 0.770 -6.295 2.498
H -0.671 -5.009 0.183
H 0.987 -5.647 0.130
H 0.714 -4.233 0.970
H 0.111 -7.640 0.961
H -0.998 -7.885 2.098
C -1.088 -4.379 -7.407
O -1.389 -3.163 -6.760
C -0.660 -3.007 -5.541
C -1.109 -1.768 -4.833
C -2.627 -1.823 -4.494
N -0.887 -0.566 -5.558
H -0.017 -4.512 -7.557
H -1.470 -4.279 -8.423
H -1.487 -5.274 -6.928
H -0.916 -3.771 -4.806
H 0.418 -3.080 -5.679
H -0.625 -1.620 -3.868
H -2.760 -2.700 -3.861
H -3.301 -1.860 -5.349
H -2.901 -0.954 -3.895
H -1.255 -0.695 -6.490
H -1.623 0.017 -5.184
C 3.352 7.303 2.429
O 4.302 6.239 2.278
C 3.885 4.973 2.818
C 4.920 3.918 2.522
C 4.415 2.514 2.723
N 6.016 4.065 3.486
H 2.987 7.354 3.454
H 2.436 7.177 1.852
H 3.780 8.266 2.149
H 3.725 5.120 3.886
H 2.885 4.688 2.491
H 5.286 4.079 1.508
H 3.838 2.242 3.608
H 5.253 1.819 2.779
H 3.657 2.216 1.998
H 6.792 3.430 3.368
H 6.341 5.013 3.608
C -4.491 1.225 5.378
O -3.748 2.421 5.148
C -2.637 2.208 4.289
C -2.208 3.551 3.733
C -3.158 4.036 2.661
N -0.910 3.463 3.170
H -3.812 0.569 5.921
H -4.722 0.683 4.461
H -5.330 1.374 6.057
H -1.819 1.819 4.894
H -2.839 1.557 3.438
H -2.153 4.293 4.530
H -4.172 3.969 3.054
H -3.190 3.391 1.782
H -2.847 4.977 2.207
H -0.595 4.418 3.079
H -0.250 3.098 3.843
C -4.877 1.151 1.206
O -4.919 1.181 -0.247
C -4.374 2.374 -0.732
C -4.565 2.427 -2.253
C -6.069 2.380 -2.569
N -3.880 1.413 -3.012
H -5.553 0.381 1.579
H -5.234 2.085 1.641
H -3.895 0.985 1.649
H -4.868 3.265 -0.343
H -3.300 2.443 -0.562
H -4.240 3.371 -2.689
H -6.433 1.371 -2.376
H -6.149 2.574 -3.639
H -6.749 3.032 -2.020
H -2.876 1.525 -2.985
H -4.077 0.560 -2.508
C 2.593 -1.375 1.328
O 1.123 -1.133 1.325
C 0.810 0.153 0.915
C -0.706 0.333 0.930
C -1.302 -0.526 -0.215
N -1.032 1.738 0.576
H 3.074 -1.262 0.357
H 2.698 -2.382 1.733
H 3.066 -0.680 2.022
H 1.411 0.840 1.511
H 1.210 0.173 -0.099
H -1.029 0.075 1.938
H -1.104 -1.551 0.098
H -0.806 -0.494 -1.186
H -2.377 -0.385 -0.321
H -0.635 2.275 1.334
H -2.014 1.956 0.663
C 4.344 1.037 -0.772
O 3.493 0.400 -1.736
C 2.554 1.202 -2.419
C 1.770 0.510 -3.542
C 2.685 -0.117 -4.615
N 0.900 1.467 -4.292
H 4.863 0.286 -0.177
H 3.787 1.643 -0.057
H 5.091 1.633 -1.296
H 1.890 1.587 -1.645
H 3.113 2.043 -2.828
H 1.175 -0.304 -3.130
H 3.285 -0.933 -4.212
H 3.373 0.595 -5.070
H 2.071 -0.499 -5.431
H 0.239 1.784 -3.598
H 0.275 0.878 -4.825
C 1.244 0.630 4.617
C 1.833 1.923 5.098
O 0.972 2.460 6.074
H 1.882 0.052 3.948
H 0.267 0.716 4.141
H 0.920 0.022 5.462
H 1.933 2.674 4.314
H 2.782 1.740 5.600
H 1.497 3.119 6.534
C -4.061 -3.193 -0.091
C -4.989 -2.744 -1.257
O -4.755 -1.388 -1.535
H -4.180 -2.575 0.799
H -3.033 -3.141 -0.448
H -4.236 -4.239 0.162
H -6.032 -2.978 -1.048
H -4.749 -3.316 -2.154
H -5.241 -0.817 -0.936
C 5.230 -4.104 0.981
C 5.984 -2.852 0.689
O 6.161 -2.726 -0.737
H 5.829 -4.975 0.717
H 4.267 -4.058 0.472
H 4.959 -4.190 2.033
H 6.968 -2.787 1.153
H 5.393 -1.980 0.970
H 5.300 -2.630 -1.150
C 2.115 -3.776 -3.010
C 2.367 -2.922 -1.867
O 3.640 -2.401 -1.993
H 1.206 -4.371 -2.918
H 2.851 -4.578 -3.059
H 2.099 -3.240 -3.959
H 2.246 -3.430 -0.911
H 1.669 -2.084 -1.868
H 3.530 -1.449 -1.935
C -1.534 4.290 -3.556
C -1.036 3.591 -2.264
O -1.160 2.214 -2.368
H -2.509 3.979 -3.932
H -0.872 4.266 -4.422
H -1.728 5.322 -3.267
H -1.671 3.880 -1.425
H -0.030 3.878 -1.958
H -1.022 1.908 -1.468
```

Values from the calculation:
**ΔE to the lowest compared entry with this formula, charge and spin**: 227.9 kJ/mol
**Energy**: -2797.93794 hartree
**Lowest unoccupied orbital energy**: 0.2 eV
**HOMO level**: -8.691 eV
**SMILES**: COC[C@H](C)N.COC[C@H](C)N.COC[C@H](C)N.COC[C@H](C)N.COC[C@H](C)N.COC[C@H](C)N.COC[C@H](C)N.CCO.CCO.CCO.CCO.CCO

Löwdin population analysis, charges in e, atoms 1 to 99: number 1, C, carries -0.074; number 2, O, carries -0.187; number 3, C, carries -0.185; number 4, C, carries -0.439; number 5, C, carries -0.066; number 6, N, carries 0.018; number 7, H, carries 0.080; number 8, H, carries 0.076; number 9, H, carries 0.066; number 10, H, carries 0.117; number 11, H, carries 0.121; number 12, H, carries 0.124; number 13, H, carries 0.085; number 14, H, carries 0.077; number 15, H, carries 0.057; number 16, H, carries 0.069; number 17, H, carries 0.068; number 18, C, carries -0.112; number 19, O, carries -0.172; number 20, C, carries -0.206; number 21, C, carries -0.435; number 22, C, carries -0.035; number 23, N, carries 0.045; number 24, H, carries 0.083; number 25, H, carries 0.088; number 26, H, carries 0.088; number 27, H, carries 0.120; number 28, H, carries 0.116; number 29, H, carries 0.124; number 30, H, carries 0.073; number 31, H, carries 0.090; number 32, H, carries 0.055; number 33, H, carries 0.090; number 34, H, carries 0.073; number 35, C, carries -0.102; number 36, O, carries -0.184; number 37, C, carries -0.207; number 38, C, carries -0.415; number 39, C, carries -0.070; number 40, N, carries 0.033; number 41, H, carries 0.078; number 42, H, carries 0.079; number 43, H, carries 0.087; number 44, H, carries 0.123; number 45, H, carries 0.118; number 46, H, carries 0.139; number 47, H, carries 0.046; number 48, H, carries 0.086; number 49, H, carries 0.054; number 50, H, carries 0.069; number 51, H, carries 0.072; number 52, C, carries -0.089; number 53, O, carries -0.174; number 54, C, carries -0.193; number 55, C, carries -0.447; number 56, C, carries -0.044; number 57, N, carries 0.049; number 58, H, carries 0.083; number 59, H, carries 0.078; number 60, H, carries 0.091; number 61, H, carries 0.121; number 62, H, carries 0.106; number 63, H, carries 0.145; number 64, H, carries 0.086; number 65, H, carries 0.038; number 66, H, carries 0.086; number 67, H, carries 0.091; number 68, H, carries 0.049; number 69, C, carries -0.067; number 70, O, carries -0.187; number 71, C, carries -0.218; number 72, C, carries -0.428; number 73, C, carries -0.057; number 74, N, carries 0.072; number 75, H, carries 0.092; number 76, H, carries 0.082; number 77, H, carries 0.060; number 78, H, carries 0.130; number 79, H, carries 0.085; number 80, H, carries 0.121; number 81, H, carries 0.070; number 82, H, carries 0.076; number 83, H, carries 0.076; number 84, H, carries 0.036; number 85, H, carries 0.038; number 86, C, carries -0.040; number 87, O, carries -0.192; number 88, C, carries -0.239; number 89, C, carries -0.350; number 90, C, carries -0.028; number 91, N, carries 0.065; number 92, H, carries 0.061; number 93, H, carries 0.078; number 94, H, carries 0.073; number 95, H, carries 0.111; number 96, H, carries 0.107; number 97, H, carries 0.131; number 98, H, carries 0.070; number 99, H, carries 0.075

---

# 3
ORCA calculation (ωB97M-V/def2-TZVPD) on C11H14N2OS in the gas phase.

XYZ file:
```
29
Properties=species:S:1:pos:R:3
N 0.718 -2.105 3.558
C 0.558 -0.836 3.149
S -0.305 0.091 4.209
N 0.609 -0.451 1.860
C 0.190 -1.415 0.796
C 1.048 -1.011 -0.307
C 2.171 -1.872 -0.617
C 2.991 -1.410 -1.576
C 2.698 -0.212 -2.292
C 1.495 0.421 -2.127
C 0.656 -0.004 -1.178
C -0.657 0.691 -0.804
C -1.652 -0.460 -0.668
C -1.319 -1.194 0.525
O -2.061 -2.503 0.387
H 0.881 -2.772 2.907
H 0.078 -2.394 4.196
H 0.325 0.518 1.744
H 0.489 -2.428 1.186
H 2.370 -2.850 -0.087
H 3.907 -1.974 -1.812
H 3.395 0.178 -2.923
H 1.251 1.308 -2.594
H -1.049 1.451 -1.543
H -0.416 1.285 0.067
H -1.584 -1.154 -1.595
H -2.707 -0.044 -0.502
H -1.724 -0.653 1.360
H -3.031 -2.452 0.282
```

Values from the calculation:
**ΔE to the lowest compared entry with this formula, charge and spin**: 261.0 kJ/mol
**Energy**: -1010.43508 hartree
**Lowest unoccupied orbital energy**: 0.7 eV
**HOMO level**: -7.990 eV
**SMILES**: NC(=S)N[C@@H]1c2ccccc2CC[C@H]1O

How is the electron density shared among the atoms? According to Löwdin, the charges in e are: number 1, N, carries 0.097; number 2, C, carries -0.916; number 3, S, carries 0.588; number 4, N, carries 0.027; number 5, C, carries -0.182; number 6, C, carries -0.143; number 7, C, carries -0.016; number 8, C, carries -0.088; number 9, C, carries -0.044; number 10, C, carries -0.044; number 11, C, carries -0.194; number 12, C, carries -0.108; number 13, C, carries -0.170; number 14, C, carries -0.296; number 15, O, carries -0.065; number 16, H, carries 0.046; number 17, H, carries 0.045; number 18, H, carries 0.100; number 19, H, carries 0.151; number 20, H, carries 0.136; number 21, H, carries 0.111; number 22, H, carries 0.071; number 23, H, carries 0.099; number 24, H, carries 0.138; number 25, H, carries 0.109; number 26, H, carries 0.171; number 27, H, carries 0.150; number 28, H, carries 0.137; number 29, H, carries 0.093

---

> Which value of energy does entry 1 give?

-1505.38205 hartree